No. 1
The following is a quantum chemistry calculation of C11H13Cl2IrN5O6 as an isolated structure, from the Open Molecules 2025 dataset.

Computed properties:
HOMO level: -11.5 eV
max |F|: 0.7 eV Å⁻¹
net charge: +1
HOMO-LUMO gap: 6.99 eV
ΔE to the lowest compared entry with this formula, charge and spin: 0.9198 eV

The geometry in XYZ format:
```
38
Properties=species:S:1:pos:R:3:forces:R:3
Ir 0.6920 -0.4857 -0.3414 -0.469 0.556 0.108
C -0.8871 0.0451 3.6007 -0.016 0.032 0.036
C -0.8079 0.1284 2.1122 -0.112 -0.078 -0.023
O 0.0920 -0.5919 1.5969 0.381 -0.048 0.014
C -1.7073 0.9574 1.3547 0.070 -0.099 0.042
C -2.5020 1.9084 2.0356 -0.069 0.057 0.019
C -3.4403 2.6569 1.3803 0.041 -0.013 0.044
C -3.6358 2.4467 0.0087 -0.005 0.001 -0.022
C -2.8884 1.5261 -0.6826 -0.058 0.039 -0.057
C -1.8921 0.7774 -0.0404 0.034 -0.266 -0.033
O -1.2261 -0.0970 -0.7876 -0.142 0.072 -0.108
H -0.2243 -0.7417 3.9485 -0.005 -0.004 -0.002
H -1.9087 -0.1368 3.9308 0.010 0.006 0.002
H -0.5594 0.9944 4.0314 -0.001 -0.011 0.005
H -2.3542 2.0550 3.0967 -0.004 -0.007 -0.012
H -4.0257 3.3933 1.9110 -0.002 -0.004 0.004
H -4.3857 3.0220 -0.5188 -0.002 -0.001 -0.001
H -3.0423 1.3590 -1.7404 0.010 0.002 0.009
N 1.3132 -2.0801 -1.4194 0.093 -0.086 0.411
N 0.8704 -1.9899 -2.7613 -0.246 0.300 0.208
C 0.6682 -0.7270 -3.2155 -0.040 0.078 0.253
N 0.3526 -0.5190 -4.4738 0.066 -0.098 -0.092
N 0.8242 0.1914 -2.2454 0.603 -0.315 -0.201
N 0.5616 1.5484 -2.4700 -0.017 -0.104 0.026
O 0.6285 2.2334 -1.4876 -0.039 -0.070 -0.001
O 0.3036 1.9131 -3.6000 0.028 0.076 0.047
H 2.3387 -2.0958 -1.3948 -0.117 -0.029 0.134
H 1.0054 -2.9242 -0.9237 -0.074 0.031 -0.278
H 0.8661 -2.8179 -3.3348 0.083 0.026 -0.052
H 0.2929 -1.2805 -5.1292 -0.006 0.001 -0.003
H 0.1996 0.4346 -4.7733 -0.018 0.009 0.009
Cl 5.2098 -0.4703 1.7492 -0.005 -0.009 -0.019
C 3.9599 -1.6444 2.1428 -0.037 0.040 0.023
Cl 3.1822 -1.2816 3.6998 0.008 0.016 0.000
C 2.8445 -1.7101 1.1009 0.170 0.053 -0.031
O 2.3266 -2.7932 0.8641 -0.058 -0.058 -0.061
O 2.5341 -0.5835 0.5469 -0.031 -0.078 -0.421
H 4.4213 -2.6207 2.2287 -0.025 -0.012 0.023
```
Forces are in eV/Å.

---

No. 2
The following is a quantum chemistry calculation of C11H13ClO3SSn as an isolated structure in a non-equilibrium geometry, from the Open Molecules 2025 dataset.

Computed properties:
HOMO level: -8.1 eV
max |F|: 2.3 eV Å⁻¹
HOMO-LUMO gap: 6.91 eV
ΔE to the lowest compared entry with this formula, charge and spin: 0.0000 eV

The geometry in XYZ format:
```
30
Properties=species:S:1:pos:R:3:forces:R:3
C -0.1677 0.7889 -2.5875 -0.893 -0.525 -0.038
C -1.3531 -0.0129 -2.7289 0.813 -0.039 -0.095
C -1.0070 -1.3613 -2.4928 0.268 0.268 -0.395
H -2.3294 0.3518 -3.0476 0.329 -0.049 0.350
C 0.3690 -1.4580 -2.2038 -0.018 0.869 -0.399
C 0.9343 -0.1342 -2.2381 -0.501 -1.227 -0.249
H 1.9844 0.1287 -2.3056 -0.170 -0.090 0.160
H -0.0171 1.8145 -2.9139 -0.113 -0.170 0.102
H -1.6888 -2.2124 -2.5861 0.278 0.450 0.245
H 0.9387 -2.3778 -2.0792 -0.219 0.364 0.266
Sn 0.1301 0.7949 -0.2968 -0.847 -1.143 1.404
Cl -0.8197 2.8110 0.3847 -0.027 0.979 -0.053
C -1.0395 -0.1066 1.6721 0.739 -0.129 -2.050
C -0.6440 -1.5114 1.6014 -1.256 -0.712 -0.351
C -1.6800 -2.2199 0.9795 0.790 0.968 0.899
H 0.2711 -1.9114 2.0198 -0.154 0.052 -0.224
C -2.7431 -1.3079 0.6531 0.565 1.475 0.899
C -2.3792 -0.0151 1.0758 -0.493 -1.717 -0.511
H -2.9626 0.8937 1.0388 0.008 -0.124 -0.112
H -0.5904 0.6504 2.3141 -0.248 -0.292 0.063
H -1.7016 -3.2881 0.7963 0.107 0.162 -0.037
H -3.6817 -1.5876 0.1962 0.070 0.110 -0.091
C 2.4292 1.8926 2.3919 0.375 0.255 -0.082
S 2.6846 0.9743 0.8746 -0.305 -1.380 -0.519
O 2.0940 1.7996 -0.2656 0.394 -0.330 1.094
O 4.0665 0.6081 0.7201 -0.833 0.552 0.231
O 1.7186 -0.2171 0.9539 1.357 1.843 -0.062
H 3.3410 2.4819 2.5626 -0.336 -0.160 -0.050
H 2.2851 1.1753 3.2041 0.105 0.037 -0.224
H 1.5582 2.5561 2.3069 0.212 -0.297 -0.170
```
Forces are in eV/Å.

---

The highest ΔE to the lowest compared entry with this formula, charge and spin belongs to which entry?
C11H13Cl2IrN5O6